# 1
This record from OMol25 describes C29H31I2NO25P2SSi2 as an isolated structure. The level of theory is ωB97M-V with the def2-TZVPD basis set.

Values from the calculation:
Highest occupied orbital energy (eV): -9.032
LUMO level (eV): -2.213
Charge: 0
Kohn-Sham gap (eV): 6.82
E (hartree): -5314.699546

```
93
Properties=species:S:1:pos:R:3:mulliken_charge:R:1
O 5.10463 2.80090 0.41176 -0.48
C -1.03995 -0.75771 -7.50534 -0.88
O -7.38102 -1.70444 1.58227 -0.65
C -5.71228 3.28507 1.53857 0.80
C 3.25142 1.35245 0.15687 -0.93
C 0.35249 -2.16992 -5.92407 0.21
H -3.23357 -6.37271 2.04484 0.35
H -6.12944 5.89103 3.77997 0.42
C 10.73489 3.43937 3.35822 0.87
H -2.46781 -1.35440 0.61459 0.01
C -4.87556 5.35314 0.55150 0.34
O 11.97052 4.07901 1.33259 -0.56
C -6.09037 4.02884 2.77145 0.31
H 0.80031 -2.08066 3.24285 0.52
C 2.39625 0.49686 -0.68010 0.79
C -1.00330 -3.29490 3.92166 -0.01
C -5.86177 5.33830 2.88858 -0.79
C 2.74580 0.35620 -2.12029 0.17
O 11.79603 3.25442 3.94467 -0.60
P -2.02612 -3.40302 -1.82883 -0.03
H -4.52034 0.10893 0.86465 0.27
O 7.06713 3.26769 3.95340 -0.57
H 0.57814 -1.70993 -0.05940 0.31
N 1.02930 -2.66590 -0.14163 -0.42
H -1.26176 -0.45830 -8.52194 0.42
C 9.43215 3.24848 4.01421 -0.87
H 9.59680 4.38353 0.22737 0.43
Si 0.39697 -3.61534 1.27278 0.11
O -6.34064 0.06917 3.08582 -0.53
H -0.11102 -1.99747 -3.86450 0.34
O -4.30385 6.07272 -0.48169 -0.57
O -2.74417 0.63325 -6.63458 -0.58
C -0.21376 -2.46267 2.74117 -0.32
O 7.24238 4.00596 1.31551 -0.57
C 0.04913 -1.72761 -7.31276 0.79
H 1.60235 -4.28117 1.83621 -0.23
I -1.79074 -2.16270 5.64258 0.03
H -2.47513 -8.40162 -0.40117 0.34
O -5.91831 2.07814 1.46758 -0.43
O 1.42230 -0.09618 -0.22858 -0.54
C 8.29540 3.44262 3.34276 0.42
C -3.39932 -3.41781 1.37394 -0.35
C 9.60591 4.06774 1.26271 -0.93
C -0.32259 -1.68641 -4.87950 -0.44
O -0.70934 -4.89829 0.86612 -0.39
H -3.32481 -3.85468 2.48266 0.26
I -4.28927 -3.08637 -2.86902 -0.11
H 1.26699 -0.82014 -2.28595 0.25
H -5.16764 -1.41714 -0.11457 0.31
O -1.22738 -4.61640 3.93438 -0.47
O -4.99184 7.29209 1.87925 -0.61
H -2.15963 -1.08884 -1.73689 0.22
H -0.76162 -1.49906 2.36737 0.33
Si -2.21351 -4.35934 0.15361 0.30
O -1.42296 -1.77123 -1.73276 -0.14
H 1.69501 -3.29235 -6.65614 0.36
O -2.02325 -0.22451 -4.12885 -0.66
O 1.36047 -3.10098 -5.75283 -0.59
H -6.74238 2.38973 3.46879 0.33
C 8.30288 3.85355 1.91143 0.87
C -5.10109 4.04299 0.43590 -0.94
H 4.05109 0.91204 -3.69308 0.47
O -6.68771 3.31481 3.79396 -0.57
C -4.77545 -1.05510 0.93730 -0.45
O -2.27060 -7.52658 -0.88892 -0.52
O -5.70108 -2.46003 3.44598 -0.45
O 0.69925 -2.17615 -8.25100 -0.62
O 1.95267 -0.46974 -2.89551 -0.35
H -4.84752 3.49296 -0.46159 0.47
O -3.80706 -6.83504 1.35028 -0.53
C -3.31457 -1.78834 1.29367 -0.28
H -4.50097 -3.71223 1.01913 0.51
P -3.30960 -6.27816 -0.26227 0.95
C -1.71749 -0.27667 -6.46118 0.27
H -5.15008 -2.10987 4.21117 0.33
H 2.05738 -2.45723 0.03562 0.30
H -4.24371 6.99651 -0.15415 0.35
C 4.29472 1.99702 -0.36922 0.02
O -4.65050 -6.05464 -1.06548 -0.58
O 5.58177 2.49751 -2.27422 -0.59
C 10.74249 3.87690 1.93533 0.41
S -6.05303 -1.23983 2.29846 1.07
H 2.99631 1.43157 1.20615 0.45
H 12.63728 3.87461 2.02407 0.35
C 3.78697 1.00340 -2.64731 -0.78
C -1.39581 -0.69814 -5.06959 0.97
H 6.40055 3.46624 3.26019 0.33
H 5.78661 3.15597 -0.19907 0.38
H 9.44132 2.94756 5.05425 0.42
H -3.07458 0.82910 -5.73084 0.34
C 4.62819 1.87826 -1.81571 1.04
H -3.06651 -1.41072 2.39915 0.12
C -5.22843 6.09210 1.79530 0.91
```



# 2
This record from OMol25 describes a 7-piece molecular cluster, C22H36Br6O12 overall. The level of theory is ωB97M-V with the def2-TZVPD basis set.

Values from the calculation:
Highest occupied orbital energy (eV): -10.003
LUMO level (eV): 0.068
Charge: 0
Structure (SMILES): C[C@H]1COC(=O)O1.C[C@H]1COC(=O)O1.C[C@H]1COC(=O)O1.C[C@H]1COC(=O)O1.BrCCBr.BrCCBr.BrCCBr
Kohn-Sham gap (eV): 10.07
E (hartree): -17206.782939

```
76
Properties=species:S:1:pos:R:3:mulliken_charge:R:1
H -10.46240 29.35456 19.62473 0.34
H -9.73103 28.69652 7.29681 0.34
H -8.06897 16.90810 7.05103 0.31
C -10.67339 15.25907 7.51715 0.61
H 1.04454 26.94048 18.17216 0.37
H -3.73281 25.64140 3.59007 0.32
C -4.12570 23.70124 12.36405 -0.42
C -5.50564 23.37416 12.76221 0.38
O -10.94829 15.87419 6.29841 -0.37
Br 0.39480 28.26594 16.01525 -0.16
Br -0.20926 14.15063 5.20878 -0.11
H -9.15220 16.03383 5.35910 0.31
H -10.06270 30.44876 22.01269 0.32
C -1.08402 14.22105 6.98517 -0.59
H 0.82143 25.10996 15.84595 0.34
C -4.78201 21.68310 11.51101 0.62
C -1.81209 24.11883 4.74152 -1.17
O -4.74172 20.75158 10.74258 -0.54
C -9.13507 29.88086 22.08403 -0.40
H -11.14584 28.13832 9.05689 0.31
C -10.29201 17.93365 5.28071 -1.33
O -6.25473 23.69449 5.79344 -0.55
H -7.60114 29.25757 20.76875 0.27
H -9.40833 18.31470 4.76884 0.36
O -3.87258 22.75558 11.29888 -0.32
C -9.38365 29.25819 19.50182 -1.36
H -3.45164 26.80648 5.04474 0.30
H -9.05425 30.18223 19.02669 0.37
H -6.64303 22.71756 14.57308 0.35
C -8.87229 27.73023 22.60377 0.65
H -10.23984 30.20320 8.03629 0.40
Br 1.69552 23.92154 17.83664 -0.13
H -2.05128 13.73260 6.86719 0.37
O -9.57410 15.87337 8.04505 -0.32
C -9.70841 29.27011 8.22341 -0.65
O -5.69234 22.03947 12.39036 -0.32
H -2.62201 25.13145 6.36391 0.26
H -11.12144 17.95956 4.57398 0.35
O -8.67259 26.69543 23.18508 -0.55
C -1.18243 15.64694 7.53531 -0.63
H -8.38334 30.63974 22.30108 0.24
H -1.88685 24.29640 3.66868 0.26
Br -7.79681 29.73835 8.41017 -0.14
H -4.11773 24.70558 11.94057 0.29
O -4.03652 23.75044 5.44883 -0.35
H -0.38480 25.33104 17.12260 0.38
Br -10.52038 29.76694 10.89544 -0.14
H -9.49297 27.70555 9.77536 0.40
C -9.87936 16.62213 5.91878 0.43
C -3.04328 24.75165 5.43311 0.35
C 1.22116 26.77337 17.10962 -0.61
C -10.17172 28.47636 9.41032 -0.50
O -8.80285 27.85663 21.23178 -0.37
H -4.96777 23.07352 14.89590 0.35
O -11.27599 14.35898 8.04020 -0.51
H -10.59670 18.73100 5.95857 0.34
H -1.52499 16.36913 6.79423 0.33
C -5.24591 24.27682 5.48394 0.66
H -0.86451 24.50899 5.11297 0.36
H -9.18015 28.41688 18.83933 0.33
Br 0.64055 16.34947 7.89668 -0.13
H -6.17723 24.31593 14.57246 0.37
C -5.80758 23.34103 14.25461 -1.36
H 2.28582 26.76144 16.87625 0.38
C 0.68340 25.32379 16.90582 -0.56
H -3.56923 23.68349 13.30113 0.27
O -5.12050 25.57205 5.03877 -0.33
H -0.76574 13.52436 7.76070 0.38
O -9.10373 28.88592 23.09391 -0.30
C -9.13896 16.94576 7.25545 -0.53
H -6.13241 23.90978 12.04921 0.35
H -9.51559 17.85016 7.73328 0.34
C -8.68490 29.19110 20.86432 0.45
H -1.73055 15.81482 8.46240 0.38
H -1.82624 23.07834 5.06600 0.33
C -3.81127 25.85365 4.65633 -0.44
```



# 3
This record from OMol25 describes C25H66FFeO9 as an isolated structure. The level of theory is ωB97M-V with the def2-TZVPD basis set.

Values from the calculation:
Highest occupied orbital energy (alpha / beta) (eV): -8.401 / -7.905
LUMO level (alpha / beta) (eV): 0.510 / -0.570
Charge: 0
Kohn-Sham gap (alpha / beta) (eV): 8.91 / 7.33
E (hartree): -3032.735572
Multiplicity: 6

```
102
Properties=species:S:1:pos:R:3:mulliken_charge:R:1
H 2.15516 -3.85733 -3.21186 0.31
C -1.37237 3.08858 3.79091 -1.05
H -3.59132 -4.53246 -2.02009 0.23
H 1.43620 -5.41003 -3.00770 0.43
C 2.19783 3.27774 -1.47268 -0.64
C 1.25399 -4.11849 -1.27214 1.11
H -1.36713 3.59150 4.75794 0.38
H -1.92750 0.93246 -2.25198 0.09
H -5.03807 -3.03356 -0.96692 0.47
H -2.56356 0.65657 -3.76310 0.47
H 1.47123 -2.53792 3.82258 0.41
H -2.20922 -0.72081 -2.68242 0.01
H -0.94202 -1.44556 2.19671 0.23
H 4.70763 4.48758 2.92884 0.47
O 0.28853 -0.77695 -2.34547 -0.25
H 3.75372 -2.74016 0.57359 0.07
C 0.37059 4.74560 2.44016 -1.21
H -5.24274 0.24219 0.75907 0.41
O 2.75245 1.69661 2.37400 -0.46
H -4.97400 1.28788 -0.54625 0.37
H -1.91835 -2.67465 -3.26951 -0.41
H -0.11852 -0.41311 -1.55583 -0.34
C 3.84243 3.89668 2.62822 -1.03
C -0.33979 -0.00541 -3.38958 1.12
H 2.03216 -6.04081 -0.65274 0.48
H 3.62634 -1.76968 1.96403 0.24
H -3.98320 4.16324 1.36932 0.39
H -0.36815 4.95181 1.66566 0.35
O 0.70370 -0.13268 2.83487 0.14
C 3.94852 2.39101 2.75124 -0.46
H 2.70534 4.12119 -1.00458 0.24
H -0.98624 2.63384 1.58527 0.18
O -0.10028 2.44943 1.90568 0.75
H 0.77503 2.96174 3.63031 0.23
H 1.29250 -2.62087 2.10831 0.14
C 2.18840 -4.97683 -0.47487 -1.71
H -3.84744 1.93456 2.17909 0.25
H 0.11386 0.98509 -3.35469 -0.59
C -4.45791 0.84919 0.30774 -1.30
H -5.49435 3.26946 1.22873 0.41
H 0.54831 2.92664 -2.71583 -0.23
C 1.28680 -4.35466 -2.77974 -1.33
H -4.81496 -1.72216 -2.23933 0.59
H -5.53834 -3.31767 -3.10447 0.33
H 1.16656 4.45508 -3.02359 0.40
H -2.19636 1.37861 0.34182 -0.33
C 0.72954 -2.45974 3.02766 -1.44
H 0.12016 -3.35710 3.13498 0.49
C -4.35550 -2.49764 -1.62645 -1.48
C -4.49199 3.37543 0.81381 -1.66
H 4.77278 2.14738 2.08091 0.22
H 3.16918 4.27627 3.39682 0.24
H 2.23894 -1.33387 -0.17120 -0.21
H 3.70518 0.19276 -1.74725 0.18
C -1.83601 0.22471 -3.07589 -0.83
C -2.77946 -3.23529 -3.63321 -0.62
C 4.15011 -1.82318 1.00962 -1.22
C -0.01281 3.34628 2.98259 0.57
H -3.29123 -2.57086 -4.32942 0.30
C -3.79914 -3.61712 -2.57423 0.72
H 1.37668 4.74481 2.02079 0.08
C -0.24196 -1.22198 3.00171 0.68
H 0.88324 -2.26849 -1.66051 0.12
H 5.18798 -1.84344 1.34206 0.42
H -1.79196 -0.39358 4.03977 0.34
Fe 1.24912 1.10945 1.05991 0.28
C -0.11104 -0.71769 -4.74669 -1.50
O -2.48401 2.18865 0.76924 -0.39
C 3.73325 -0.59629 0.22026 0.87
C -3.81547 2.06502 1.09740 0.76
H 0.37941 -3.93908 -3.21796 0.14
H -0.48184 -0.04853 -5.52312 0.39
H 3.53617 4.21510 1.63177 0.05
H 5.29686 -0.48912 -1.19685 0.44
H 2.14436 -4.88825 0.61063 0.32
H -2.07841 3.62513 3.15709 0.33
H 0.96890 -0.86375 -4.72406 0.41
H 0.20150 4.15956 -1.46908 0.16
H 3.22370 -4.95828 -0.81534 0.40
O 1.90377 2.26333 -0.57903 -0.52
H 0.28837 5.54830 3.17297 0.32
H 1.30720 -0.15198 3.58119 0.12
H -2.49107 -4.12201 -4.19771 0.41
O 2.35547 -0.48071 0.25323 1.48
H 4.14366 2.03089 3.76135 0.37
O 1.35240 -2.74661 -0.97283 -0.08
H -1.37426 -2.12417 4.60677 0.37
H 0.21636 -4.33272 -1.01616 0.06
H -1.50635 2.05189 4.09981 0.09
H 4.03984 -1.56293 -1.75485 0.22
F -0.46951 0.37192 0.16883 -0.41
O -4.87404 -3.94812 -3.39228 -0.59
C -1.03585 -1.13613 4.29476 -1.60
H -3.50537 -2.18874 -1.01820 0.04
H -0.54965 -0.63975 5.13458 0.33
C 4.21561 -0.62193 -1.23358 -1.34
C 0.93761 3.79608 -2.18610 -0.38
H 4.06981 0.36269 0.61420 -0.04
H -3.75254 0.04856 0.08513 0.28
H 2.79360 2.94670 -2.32331 0.30
H -0.45139 -1.75189 -4.79860 0.25
H -4.33498 3.66713 -0.22463 0.35
```



# 4
This record from OMol25 describes C11H14F4IrN2O3S4Sb as an isolated structure. The level of theory is ωB97M-V with the def2-TZVPD basis set.

Values from the calculation:
Highest occupied orbital energy (alpha / beta) (eV): -8.230 / -8.492
LUMO level (alpha / beta) (eV): -0.296 / -2.982
Charge: 0
Kohn-Sham gap (alpha / beta) (eV): 7.93 / 5.51
E (hartree): -3099.504646
Multiplicity: 5

```
40
Properties=species:S:1:pos:R:3:mulliken_charge:R:1
F 1.22990 -4.80986 -0.48557 -0.30
H -1.13937 0.80227 2.55371 0.41
O 3.65889 0.11378 -0.87819 -0.59
H 4.69832 2.78886 1.12762 0.31
C 0.07974 -4.13139 -0.45312 0.15
C -2.09552 0.03514 0.78894 -0.58
C 0.18626 2.79282 1.88824 -0.99
F 1.32311 -2.23335 0.13415 -0.31
H -1.67963 2.16415 -0.83232 0.02
F -3.40987 -2.00634 -0.36351 -0.35
H -0.24471 3.20160 -0.71664 0.31
O 2.29149 1.56074 0.51605 -0.65
C 4.87486 1.85933 0.59579 -1.03
S 3.50273 1.47949 -0.44638 1.14
C -1.07558 2.77486 -0.15835 -0.71
F -3.45814 -4.59693 -0.85772 -0.32
C -1.03333 -2.00413 -0.09813 -0.44
C -1.11608 -4.78546 -0.68527 -0.52
Sb -0.94744 -0.27670 -3.64983 0.64
H 5.73109 1.96093 -0.06124 0.37
H -0.54004 3.44680 2.38033 0.41
H 0.68806 2.17073 2.62407 0.32
H -1.68362 3.57195 0.27820 0.36
S 0.95816 -0.06538 -2.24274 -0.36
H -2.69141 -0.62764 1.42137 0.52
H 0.92916 3.38227 1.36196 0.33
C 0.12614 -2.77864 -0.15967 0.51
C -2.23860 -2.67311 -0.34446 0.77
C -2.26938 -4.03138 -0.62082 0.03
O 3.39077 2.50677 -1.44367 -0.63
H -1.14586 -5.83729 -0.92047 0.48
N -0.93401 -0.65984 0.23508 0.43
C -1.59175 1.18732 1.63602 -1.10
S -2.84496 0.66454 -2.71485 -0.36
H -2.40758 1.86524 1.90957 0.36
H -2.74476 0.38760 -0.01920 0.23
H 5.01856 1.04104 1.29005 0.31
N -0.52604 1.93417 0.92307 0.16
S -1.49555 -2.59707 -3.51133 -0.24
Ir 0.62599 0.42211 -0.00073 0.90
```